Record 1
The following is a DFT calculation (wB97M-V/def2-TZVPD) of a 2-piece molecular cluster, C6H8N2O2 overall.

The SMILES is O=C1C=CCC=C1.[H]/N=N/O. The energy relative to the best compared isomer or geometry (same formula, charge and spin) is 99.8 kcal/mol. The calculation puts the LUMO energy at -0.2307 eV. The value obtained for the HOMO energy is -9.556 eV. The total energy comes out at -13423.0460 eV. The calculation puts the gap between HOMO and LUMO at 0.343 hartree.

Structure (XYZ):
```
18
C6H8N2O2 | OMol25 | wB97M-V/def2-TZVPD
O 0.8249 1.7065 0.4854
C -0.1609 1.0269 0.1820
C -1.4932 1.6105 0.0073
C -2.5821 0.8163 -0.1444
C -2.5005 -0.6913 -0.0578
C -1.1823 -1.2029 -0.2652
C -0.1194 -0.4160 -0.0278
H -1.4217 2.6029 -0.1123
H -3.6340 1.0942 -0.1405
H -3.0848 -1.0981 0.7769
H -3.1552 -1.0934 -0.7879
H -1.0753 -2.1964 -0.4823
H 0.9276 -0.8294 -0.1044
H 4.6515 -1.8345 0.6705
N 4.2703 -1.2051 -0.1559
N 3.7462 -0.2519 0.4391
O 3.2353 0.6258 -0.4025
H 2.7536 1.3362 0.1197
```

=====

Record 2
The following is a DFT calculation (wB97M-V/def2-TZVPD) of a 2-piece molecular cluster, C6H8N2O2 overall.

The SMILES is O=c1cc[nH]c(=O)[nH]1.C=C. The energy relative to the best compared isomer or geometry (same formula, charge and spin) is 58.1 kcal/mol. The calculation puts the LUMO energy at 0.4708 eV. The value obtained for the HOMO energy is -9.364 eV. The total energy comes out at -13424.8537 eV. The calculation puts the gap between HOMO and LUMO at 0.361 hartree.

Structure (XYZ):
```
18
C6H8N2O2 | OMol25 | wB97M-V/def2-TZVPD
O 3.6053 -0.8828 -0.5215
C 2.5348 -0.4141 -0.1216
C 2.3817 0.9787 0.1404
C 1.1001 1.3936 0.3933
N 0.1053 0.5846 0.5492
C 0.2267 -0.8408 0.4967
O -0.6261 -1.5472 1.0290
N 1.4166 -1.2388 0.0264
H 3.2753 1.6252 -0.0738
H 0.8880 2.4431 0.3257
H -0.7914 0.8848 1.0052
H 1.5661 -2.2512 -0.3165
C -2.6493 0.5972 -0.4067
C -2.4207 -0.7551 -0.5228
H -1.9710 1.3442 -0.1798
H -3.6339 0.8229 -0.8426
H -1.7359 -1.3509 0.0028
H -3.2713 -1.3933 -0.9833
```

=====

Record 3
The following is a DFT calculation (wB97M-V/def2-TZVPD) of a 2-piece molecular cluster, C6H8N2O2 overall.

The SMILES is C#CC[C@@H](C#N)NC=O.O. The energy relative to the best compared isomer or geometry (same formula, charge and spin) is 73.2 kcal/mol. The calculation puts the LUMO energy at 0.3937 eV. The value obtained for the HOMO energy is -10.407 eV. The total energy comes out at -13424.1995 eV. The calculation puts the gap between HOMO and LUMO at 0.397 hartree.

Structure (XYZ):
```
18
C6H8N2O2 | OMol25 | wB97M-V/def2-TZVPD
C -2.3765 0.0167 1.2672
C -1.2518 -0.4150 1.1473
C 0.1303 -0.8974 1.1656
C 1.1287 0.2076 0.7498
C 2.5239 -0.2305 1.0095
N 3.6078 -0.5883 1.1835
N 0.9357 0.5745 -0.6310
C 1.2128 1.8544 -1.1152
O 2.0661 2.5861 -0.6378
H -3.4009 0.3432 1.3119
H 0.2211 -1.7523 0.4789
H 0.3923 -1.2525 2.1716
H 0.9678 1.1087 1.3605
H 0.5985 -0.1495 -1.2702
H 0.3490 2.2835 -1.6604
O -2.0007 -1.2464 -2.3053
H -2.7643 -1.0212 -2.8462
H -2.3399 -1.4214 -1.3796
```

=====

Record 4
The following is a DFT calculation (wB97M-V/def2-TZVPD) of a 2-piece molecular cluster, C6H8N2O2 overall.

The SMILES is C#C[C@@H]1N[C@@H]1[C@@H](O)C#N.O. The energy relative to the best compared isomer or geometry (same formula, charge and spin) is 132.3 kcal/mol. The calculation puts the LUMO energy at 0.4015 eV. The value obtained for the HOMO energy is -9.777 eV. The total energy comes out at -13421.6358 eV. The calculation puts the gap between HOMO and LUMO at 0.374 hartree.

Structure (XYZ):
```
18
C6H8N2O2 | OMol25 | wB97M-V/def2-TZVPD
C 1.4314 -1.7558 1.3882
C 1.6128 -0.8810 0.5715
C 1.8405 0.1590 -0.4119
N 1.5076 1.5367 -0.0508
C 0.7341 0.9012 -1.0883
C -0.7485 0.6351 -0.8723
O -1.1470 -0.5108 -1.5677
C -1.1742 0.5722 0.5639
N -1.3671 0.9136 1.6854
H 1.2519 -2.5619 2.0771
H 2.7335 0.0045 -1.0239
H 2.1849 2.1943 -0.4278
H 0.9384 1.1817 -2.1252
H -1.2916 1.4995 -1.2862
H -0.4280 -1.1698 -1.6029
O -3.0041 -0.9536 1.2370
H -2.7302 -0.2015 2.0553
H -2.3445 -1.5633 0.8787
```

=====

Record 5
The following is a DFT calculation (wB97M-V/def2-TZVPD) of one molecule with the formula C6H8N2O2S.

The energy relative to the best compared isomer or geometry (same formula, charge and spin) is 141.3 kcal/mol. The calculation puts the LUMO energy at -0.2218 eV. The value obtained for the HOMO energy is -9.411 eV. The total energy comes out at -24256.6444 eV. The calculation puts the gap between HOMO and LUMO at 0.338 hartree.

Structure (XYZ):
```
19
C6H8N2O2S | OMol25 | wB97M-V/def2-TZVPD
C -1.1343 -1.3806 -1.8266
C -0.3567 1.0554 -1.9930
C 0.3726 1.6001 0.7144
C -0.2806 -0.2817 -1.3956
C 0.0389 -0.5484 0.0911
C -0.5982 -1.4346 1.2040
N -1.6452 -2.2941 -2.2737
N 1.0511 -0.7768 -0.8818
O -0.3514 3.5509 -0.9575
O -2.0645 1.9108 -0.1556
S -0.6971 2.2013 -0.5464
H 0.5623 1.4665 -2.4839
H -1.1188 1.0943 -2.8605
H 0.2163 1.6628 1.8850
H 1.4521 1.9366 0.4040
H -0.6558 -2.5197 0.8398
H -1.5845 -1.0439 1.3157
H 0.0675 -1.4013 2.2125
H 1.3859 -1.7782 -1.0253
```

=====

Record 6
The following is a DFT calculation (wB97M-V/def2-TZVPD) of one molecule with the formula C6H8N2O2S.

The SMILES is Nc1cccc(S(N)(=O)=O)c1. The energy relative to the best compared isomer or geometry (same formula, charge and spin) is 70.6 kcal/mol. The calculation puts the LUMO energy at 0.4781 eV. The value obtained for the HOMO energy is -8.576 eV. The total energy comes out at -24259.7137 eV. The calculation puts the gap between HOMO and LUMO at 0.333 hartree.

Structure (XYZ):
```
19
C6H8N2O2S | OMol25 | wB97M-V/def2-TZVPD
N -2.6266 -1.7388 0.1699
C -1.6661 -0.6539 0.1474
C -2.0317 0.7316 0.1879
C -1.0833 1.6728 0.1460
C 0.2788 1.4143 0.2098
C 0.6244 -0.0095 0.2384
S 2.3346 -0.4567 0.2625
N 3.1457 0.4175 -0.8639
O 2.3572 -1.8760 -0.1797
O 2.9321 -0.1137 1.5594
C -0.3618 -0.9900 0.1652
H -3.6857 -1.3314 0.0291
H -2.4668 -2.7526 -0.0821
H -3.2946 0.9755 0.1349
H -1.4780 2.8188 0.2503
H 0.8960 2.2059 0.1564
H 2.9029 0.3501 -1.7959
H 3.2329 1.4421 -0.7091
H -0.0100 -2.1060 -0.0266
```

=====

Record 7
The following is a DFT calculation (wB97M-V/def2-TZVPD) of one molecule with the formula C6H8N2O3S.

The energy relative to the best compared isomer or geometry (same formula, charge and spin) is 126.2 kcal/mol. The calculation puts the LUMO energy at -0.4578 eV. The value obtained for the HOMO energy is -8.602 eV. The total energy comes out at -26304.2678 eV. The calculation puts the gap between HOMO and LUMO at 0.299 hartree.

Structure (XYZ):
```
20
C6H8N2O3S | OMol25 | wB97M-V/def2-TZVPD
C -0.6420 1.8505 -0.3175
C -1.3904 0.6998 -0.2572
C -0.6345 -0.4171 -0.1304
C 0.8686 0.2248 -0.1561
C -2.9245 0.6503 -0.4098
C 2.5721 -1.1139 1.2316
N 0.6923 1.5367 -0.3486
N -0.8313 -1.7823 -0.1322
O -1.9315 -2.2188 -0.1716
O 0.1512 -2.5188 -0.0991
O 3.2862 0.6734 -0.7090
S 2.4224 -0.4957 -0.4745
H -1.0593 2.8142 -0.4952
H -3.3135 1.4389 0.0783
H -3.1323 0.6144 -1.4740
H -3.2729 -0.2709 -0.0343
H 2.0522 -0.3431 1.9062
H 3.6207 -1.4621 1.3405
H 2.0091 -1.9744 1.2030
H 1.4575 2.0942 -0.5502
```

=====

Record 8
The following is a DFT calculation (wB97M-V/def2-TZVPD) of a 2-piece molecular cluster, C6H8N2O3S overall.

The SMILES is CS(=O)(=O)c1ccc[nH]1.N=C=O. The energy relative to the best compared isomer or geometry (same formula, charge and spin) is 46.8 kcal/mol. The calculation puts the LUMO energy at 0.5985 eV. The value obtained for the HOMO energy is -9.348 eV. The total energy comes out at -26307.7098 eV. The calculation puts the gap between HOMO and LUMO at 0.366 hartree.

Structure (XYZ):
```
20
C6H8N2O3S | OMol25 | wB97M-V/def2-TZVPD
C 1.3128 1.9433 -0.9050
S 0.4412 1.4043 0.6728
O 1.3426 1.6923 1.8035
O -0.8835 1.9889 0.6494
C 0.4638 -0.4269 0.3826
C 0.2215 -1.2557 -0.7104
C 0.7800 -2.5424 -0.3189
C 1.2001 -2.4388 1.0114
N 1.0584 -1.0979 1.4022
H 0.4801 2.1657 -1.4922
H 1.9879 2.8786 -0.8065
H 1.8120 0.9630 -1.1808
H -0.4269 -1.0938 -1.6608
H 0.8321 -3.4272 -0.8338
H 1.5123 -3.3043 1.5982
H 1.5378 -0.4971 2.0321
N -3.5796 1.4074 -0.1097
C -3.5908 0.3575 -0.6535
O -3.7144 -0.6344 -1.2753
H -2.7876 1.9175 0.3947
```

=====

Record 9
The following is a DFT calculation (wB97M-V/def2-TZVPD) of a 2-piece molecular cluster, C6H8N2O6S overall.

The energy relative to the best compared isomer or geometry (same formula, charge and spin) is 6.7 kcal/mol. The total charge is -2. The calculation puts the LUMO energy at 5.1268 eV. The value obtained for the HOMO energy is -1.278 eV. The total energy comes out at -32449.3502 eV. The calculation puts the gap between HOMO and LUMO at 0.235 hartree.

Structure (XYZ):
```
23
C6H8N2O6S | OMol25 | wB97M-V/def2-TZVPD
C -3.8360 -0.1736 -0.5193
C 2.5672 1.9789 -1.1275
C 2.8020 -2.0454 1.0989
C 0.3132 -0.2093 0.2759
C 2.3400 0.2994 -0.8094
C 2.2467 -0.4497 1.4357
N -3.9383 -1.4147 -0.7612
N 1.5782 -0.0532 0.3072
O 2.5790 2.1701 -2.3397
O 3.8676 -2.1702 1.6656
O -6.4821 0.7020 -0.8688
O 2.7084 2.6489 -0.1182
O 2.0626 -2.6425 0.3443
O -4.5181 2.0801 0.2110
S -5.4510 0.6543 0.1931
H -0.2200 -0.7801 0.9964
H -0.2898 -0.1697 -0.7133
H 3.4211 -0.0480 -0.7761
H 1.7948 -0.0875 -1.6252
H 3.1871 0.0552 1.6095
H 1.8150 -0.2534 2.4045
H -4.8873 -1.8505 -0.6614
H -3.6603 1.7590 -0.2220
```

=====

Record 10
The following is a DFT calculation (wB97M-V/def2-TZVPD) of one molecule with the formula C6H8N2O6S.

The SMILES is NC(/C=C\C=C(\[N+](=O)[O-])S(=O)(=O)O)=C\O. The energy relative to the best compared isomer or geometry (same formula, charge and spin) is 27.2 kcal/mol. The calculation puts the LUMO energy (alpha / beta) at -1.3757 / -1.3759 eV. The value obtained for the HOMO energy (alpha / beta) is -8.414 / -8.413 eV. The total energy comes out at -32444.9193 eV. The calculation puts the gap between HOMO and LUMO (alpha / beta) at 0.259 / 0.259 hartree.

Structure (XYZ):
```
23
C6H8N2O6S | OMol25 | wB97M-V/def2-TZVPD
N -0.8399 2.5009 -1.5692
C -0.9694 1.2628 -0.8933
C -1.6016 1.2263 0.3910
C -1.0277 0.7675 1.5931
C 0.2816 0.3314 1.7023
C 0.9922 -0.3843 0.8408
N 2.3953 -0.4881 0.9643
O 3.0600 0.3591 1.5552
O 2.9031 -1.3663 0.2373
S 0.6681 -2.0994 0.2362
O 0.7649 -2.3781 -1.1731
O 1.1611 -2.9395 1.2415
O -1.0016 -2.0108 0.4469
C -0.3504 0.2007 -1.4099
O 0.2875 0.2380 -2.5460
H -0.6678 2.2929 -2.5625
H -1.7153 3.0031 -1.3848
H -2.4487 1.8484 0.3945
H -1.5144 1.1136 2.4967
H 0.7716 0.7926 2.6091
H -1.0917 -2.8169 0.8203
H -0.4946 -0.7717 -1.0693
H 0.4377 -0.6821 -2.9214
```

=====

Record 11
The following is a DFT calculation (wB97M-V/def2-TZVPD) of one molecule with the formula C6H8N2OS3.

The energy relative to the best compared isomer or geometry (same formula, charge and spin) is 201.1 kcal/mol. The calculation puts the LUMO energy (alpha / beta) at -1.1127 / -0.7695 eV. The value obtained for the HOMO energy (alpha / beta) is -6.671 / -7.613 eV. The total energy comes out at -43876.7137 eV. The calculation puts the gap between HOMO and LUMO (alpha / beta) at 0.204 / 0.252 hartree.

Structure (XYZ):
```
20
C6H8N2OS3 | OMol25 | wB97M-V/def2-TZVPD
C 0.0197 0.2115 1.7296
C 1.1118 -0.3507 1.1576
C -1.2065 0.1995 1.2522
C -0.4682 -1.9628 -1.4681
C 1.3321 -0.7423 -0.1084
C 0.3313 -0.7130 -1.2799
N -0.9998 2.8541 -0.0797
N -2.2466 0.7360 0.9112
O 2.8488 -1.4955 -2.0094
S 0.0437 -3.4227 -0.7795
S 2.8609 -1.5119 -0.5128
S -2.6225 2.5544 0.0231
H 0.1163 0.6318 2.8576
H 2.0512 -0.4554 1.6758
H 0.8852 -0.6189 -2.2672
H -0.4242 0.1536 -1.3327
H -0.8370 2.8600 -1.0879
H -0.5867 3.7086 0.2701
H -3.2135 0.4027 0.7847
H 1.0040 -3.0389 0.2635
```

=====

Record 12
The following is a DFT calculation (wB97M-V/def2-TZVPD) of one molecule with the formula C6H8N2OS3.

The SMILES is CSc1nsc(SC)c1C(N)=O. The energy relative to the best compared isomer or geometry (same formula, charge and spin) is 25.2 kcal/mol. The calculation puts the LUMO energy at 0.2900 eV. The value obtained for the HOMO energy is -8.338 eV. The total energy comes out at -43884.3416 eV. The calculation puts the gap between HOMO and LUMO at 0.317 hartree.

Structure (XYZ):
```
20
C6H8N2OS3 | OMol25 | wB97M-V/def2-TZVPD
C -3.1981 -0.7324 -2.2856
S -1.4433 -0.2771 -2.4550
C -1.0306 -0.0138 -0.7782
N -1.9420 0.1574 0.1256
S -1.1823 0.6697 1.5791
C 0.3825 0.3980 0.9769
S 1.8818 0.7066 1.8259
C 1.3895 0.9876 3.5638
C 0.2969 -0.0570 -0.3744
C 1.4359 -0.0909 -1.4132
N 2.7208 -0.6334 -1.1116
O 1.1187 0.1699 -2.5893
H -3.2464 -1.4443 -1.4338
H -3.6595 -1.3187 -3.1187
H -3.8946 0.1416 -2.1704
H 0.7893 0.2437 4.1147
H 2.3178 1.0340 4.1488
H 0.8581 2.0196 3.6319
H 3.0848 -1.0223 -0.2385
H 3.3206 -0.9383 -1.9979
```